Molecular formula: C9H15N3O
Method: DFT, ωB97M-V with the def2-TZVPD basis set

Bonds (Å) are listed after each position.
Element x y z (Å)
1 N 1.47786 -0.14673 0.05735  N14 1.358, C19 1.376, C21 1.474
2 H -1.55861 2.12061 -0.07593  O28 0.961
3 H -0.02039 0.62591 1.31702  C21 1.021
4 C 2.95152 -1.18058 -1.01304  H13 1.080, N14 1.316, N22 1.402
5 H -3.00001 -0.76426 -1.82393  C17 1.081
6 H -3.14589 -1.23906 1.62411  C7 1.136
7 C -2.08025 -1.48657 1.31932  H6 1.136, C10 1.509, H18 1.109, H24 1.065
8 H 2.01173 3.31097 -0.41671  C25 1.101
9 C 0.34457 2.00532 -0.22298  C21 1.571, C25 1.494, H27 1.098, O28 1.480
10 C -1.78613 -0.99239 -0.07607  C7 1.509, C11 1.305, C17 1.486
11 C -0.87936 -0.14956 -0.48990  C10 1.305, C21 1.519, H23 1.085
12 H 1.60502 2.85895 1.27133  C25 1.061
13 H 3.60912 -1.47381 -1.81831  C4 1.080
14 N 1.93592 -0.36543 -1.20186  N1 1.358, C4 1.316
15 H 2.01297 -0.99312 2.02652  C19 1.109
16 H -3.55689 -1.84168 -0.58458  C17 1.039
17 C -2.71779 -1.52172 -1.10622  H5 1.081, C10 1.486, H16 1.039, H20 1.047
18 H -1.42403 -0.90394 1.99697  C7 1.109
19 C 2.16238 -0.96320 0.92836  N1 1.376, H15 1.109, N22 1.320
20 H -2.22400 -2.33382 -1.54442  C17 1.047
21 C 0.20196 0.54023 0.32449  N1 1.474, H3 1.021, C9 1.571, C11 1.519
22 N 3.14077 -1.59872 0.31186  C4 1.402, C19 1.320
23 H -0.74629 0.13184 -1.52941  C11 1.085
24 H -2.03772 -2.54294 1.18890  C7 1.065
25 C 1.65735 2.52352 0.26571  H8 1.101, C9 1.494, H12 1.061, H26 1.130
26 H 2.45254 1.72129 0.30444  C25 1.130
27 H 0.48226 1.97068 -1.31136  C9 1.098
28 O -0.86861 2.68819 0.27834  H2 0.961, C9 1.480

Results
Relative energy (zero: lowest compared OMol25 entry of this formula, charge and spin) (kcal/mol): 19.74
HOMO-LUMO gap (Ha): 0.3759
Lowest unoccupied orbital energy (eV): 0.68
Structure (SMILES): CC(C)=C[C@H]([C@H](C)O)n1cncn1

Atom charges from the Löwdin analysis, given in e for atoms 1 to 5:
1 N -0.1356
2 H 0.0680
3 H 0.1159
4 C -0.1973
5 H 0.0908